12
Properties=species:S:1:pos:R:3:nbo_charge:R:1 method="wB97M-V/def2-TZVPD" homo_lumo_gap_ha=0.317 e_lumo_ha=-0.010 mol_weight_g_mol=82.11 de_lowest_kcal_mol=104.1 max_force_ev_per_a=1.1 energy_ha=-265.3696 e_homo_ha=-0.3266
C -1.774 0.185 0.687 -0.789
C -0.788 0.188 -0.402 0.183
C 0.554 0.619 0.059 -0.388
N 1.652 -0.070 -0.612 -0.652
C 1.425 -1.307 -1.074 0.415
N 1.226 -2.400 -1.417 -0.378
H -2.769 0.511 0.370 0.253
H -1.500 0.599 1.671 0.188
H -1.878 -0.913 0.804 0.297
H 0.521 1.675 -0.274 0.267
H 0.735 0.645 1.148 0.187
H 2.353 0.467 -1.097 0.415



12
Properties=species:S:1:pos:R:3:nbo_charge:R:1 method="wB97M-V/def2-TZVPD" homo_lumo_gap_ha=0.336 e_lumo_ha=0.032 mol_weight_g_mol=82.11 de_lowest_kcal_mol=78.1 max_force_ev_per_a=1.8 energy_ha=-265.4112 e_homo_ha=-0.3038
N -0.411 -0.539 -1.338 -0.573
C -1.212 0.514 -1.225 0.145
C -0.999 0.964 0.228 -0.545
C 0.064 0.073 0.838 -0.110
C 0.477 -0.907 -0.156 0.020
N 1.358 0.215 0.149 -0.597
H -0.652 2.005 0.231 0.247
H -1.938 0.938 0.794 0.233
H 0.021 -0.196 1.885 0.207
H -0.153 -1.042 -2.174 0.400
H 0.823 -1.919 0.143 0.215
H 2.130 -0.029 0.767 0.359



12
Properties=species:S:1:pos:R:3:nbo_charge:R:1 method="wB97M-V/def2-TZVPD" homo_lumo_gap_ha=0.319 e_lumo_ha=0.039 mol_weight_g_mol=82.11 de_lowest_kcal_mol=90.4 max_force_ev_per_a=5.5 energy_ha=-265.3915 e_homo_ha=-0.2802
C -1.649 0.601 0.741 -0.229
C -0.256 0.392 0.912 0.039
C -1.281 -0.521 -1.249 0.207
C 1.795 -0.280 -0.156 -0.412
N -2.020 -0.023 -0.426 -0.332
N 0.387 -0.321 0.085 -0.454
H -2.252 1.169 1.286 0.204
H 0.413 0.974 1.565 0.188
H -1.349 -1.190 -2.006 0.197
H 2.107 -1.263 0.075 0.204
H 1.884 -0.014 -1.245 0.207
H 2.220 0.477 0.418 0.180



12
Properties=species:S:1:pos:R:3:nbo_charge:R:1 method="wB97M-V/def2-TZVPD" homo_lumo_gap_ha=0.337 e_lumo_ha=0.018 mol_weight_g_mol=82.11 de_lowest_kcal_mol=136.7 max_force_ev_per_a=1.1 energy_ha=-265.3177 e_homo_ha=-0.3191
N 2.893 -0.416 -1.134 -0.312
C 1.954 -0.351 -0.460 0.267
C 0.753 -0.301 0.395 -0.208
C 0.160 1.123 0.393 -0.409
C -1.338 0.150 -0.274 -0.253
N -0.414 -0.975 -0.197 -0.594
H 1.022 -0.766 1.356 0.210
H -1.077 0.746 0.746 0.278
H 0.068 1.607 1.380 0.191
H -1.456 0.683 -1.217 0.231
H -2.338 -0.112 0.116 0.215
H -0.229 -1.388 -1.105 0.383



12
Properties=species:S:1:pos:R:3:nbo_charge:R:1 method="wB97M-V/def2-TZVPD" homo_lumo_gap_ha="0.271 / 0.267" e_lumo_ha="-0.019 / -0.032" mol_weight_g_mol=82.11 de_lowest_kcal_mol=98.1 max_force_ev_per_a=2.3 energy_ha=-265.3793 e_homo_ha="-0.2903 / -0.2987"
C 0.060 0.186 0.208 0.157
C 0.500 1.380 0.989 -0.652
C 0.598 -1.920 -0.235 0.050
C -0.889 0.264 -0.886 0.021
N 0.412 -1.031 0.595 -0.392
N -1.219 -0.659 -1.690 -0.550
H -0.627 -1.505 -1.569 0.321
H 0.729 -2.974 -0.028 0.179
H -1.417 1.209 -0.960 0.182
H -0.306 2.105 1.096 0.223
H 1.339 1.875 0.499 0.228
H 0.822 1.071 1.981 0.233



12
Properties=species:S:1:pos:R:3:nbo_charge:R:1 method="wB97M-V/def2-TZVPD" homo_lumo_gap_ha=0.361 e_lumo_ha=0.029 mol_weight_g_mol=82.11 de_lowest_kcal_mol=82.8 max_force_ev_per_a=1.9 energy_ha=-265.4037 e_homo_ha=-0.3323
H -0.937 2.130 0.331 0.328
N -0.082 1.590 0.423 -0.603
C -0.290 0.373 0.120 0.267
C -1.655 -0.224 -0.185 -0.680
C 0.886 -0.543 0.129 -0.230
C 2.246 -0.268 -0.282 0.028
N 2.189 0.434 0.736 -0.189
H -2.435 0.323 0.353 0.225
H -1.853 -0.141 -1.256 0.231
H -1.735 -1.279 0.090 0.219
H 0.651 -1.602 0.359 0.201
H 3.015 -0.793 -0.819 0.202



12
Properties=species:S:1:pos:R:3:nbo_charge:R:1 method="wB97M-V/def2-TZVPD" homo_lumo_gap_ha="0.275 / 0.296" e_lumo_ha="-0.041 / -0.023" mol_weight_g_mol=82.11 de_lowest_kcal_mol=121.3 max_force_ev_per_a=1.9 energy_ha=-265.3422 e_homo_ha="-0.3158 / -0.3190"
C 1.666 -0.346 -0.189 -0.744
C 0.302 0.102 -0.539 0.186
C -0.872 -0.743 -0.133 -0.337
N -1.522 0.367 0.561 -0.602
C -0.658 1.453 0.258 0.271
N -0.349 2.583 0.449 -0.299
H 2.068 -0.729 -1.145 0.258
H 1.741 -1.157 0.548 0.215
H 2.312 0.491 0.090 0.252
H -1.401 -1.095 -1.029 0.214
H -0.699 -1.586 0.548 0.195
H -2.483 0.567 0.303 0.391



12
Properties=species:S:1:pos:R:3:nbo_charge:R:1 method="wB97M-V/def2-TZVPD" homo_lumo_gap_ha="0.273 / 0.272" e_lumo_ha="0.006 / 0.008" mol_weight_g_mol=82.11 de_lowest_kcal_mol=69.3 max_force_ev_per_a=1.1 energy_ha=-265.4251 e_homo_ha="-0.2666 / -0.2639"
C -1.702 -0.363 0.271 -0.321
N -0.394 -0.190 0.218 -0.218
C 0.718 -0.913 0.445 -0.196
C 1.788 -0.154 -0.135 0.053
N 1.441 0.999 -0.631 -0.463
C 0.052 1.117 -0.317 -0.085
H -0.730 1.315 -1.072 0.209
H -2.262 -0.037 -0.594 0.188
H -2.178 -1.080 0.911 0.191
H 0.673 -1.956 0.727 0.220
H 2.810 -0.525 -0.220 0.203
H -0.116 1.891 0.441 0.219



12
Properties=species:S:1:pos:R:3:nbo_charge:R:1 method="wB97M-V/def2-TZVPD" homo_lumo_gap_ha=0.405 e_lumo_ha=0.034 mol_weight_g_mol=82.11 smiles="C/C=N/CC#N" de_lowest_kcal_mol=44.4 max_force_ev_per_a=3.3 energy_ha=-265.4648 e_homo_ha=-0.3710
C -1.701 -1.087 0.211 -0.663
C -0.462 -0.271 0.261 0.169
N -0.199 0.766 -0.382 -0.405
C 1.114 1.406 -0.209 -0.362
C 2.056 0.432 -0.740 0.274
N 2.654 -0.487 -1.087 -0.316
H -2.557 -0.662 -0.275 0.235
H -1.838 -1.333 1.210 0.219
H -1.559 -2.092 -0.365 0.237
H 0.164 -0.565 1.088 0.135
H 1.438 1.494 0.835 0.219
H 0.892 2.398 -0.548 0.258



12
Properties=species:S:1:pos:R:3:nbo_charge:R:1 method="wB97M-V/def2-TZVPD" homo_lumo_gap_ha=0.368 e_lumo_ha=0.039 mol_weight_g_mol=82.11 de_lowest_kcal_mol=83.8 max_force_ev_per_a=4.7 energy_ha=-265.4020 e_homo_ha=-0.3289
C -1.029 -0.633 0.637 -0.415
C 0.893 1.268 0.016 -0.255
C -0.696 0.262 -0.489 -0.251
C -0.018 -1.058 -0.415 -0.175
N 1.757 0.180 0.211 -0.144
N 1.356 -0.947 -0.017 -0.084
H -0.639 -0.413 1.621 0.214
H -1.983 -1.142 0.640 0.221
H 1.204 1.880 -0.824 0.217
H 0.689 1.836 0.911 0.218
H -1.332 0.677 -1.240 0.228
H -0.201 -1.910 -1.050 0.226



12
Properties=species:S:1:pos:R:3:nbo_charge:R:1 method="wB97M-V/def2-TZVPD" homo_lumo_gap_ha=0.357 e_lumo_ha=0.020 mol_weight_g_mol=82.11 smiles="N[C@@H]1C=CN=C1" de_lowest_kcal_mol=36.0 max_force_ev_per_a=0.5 energy_ha=-265.4782 e_homo_ha=-0.3368
N 0.980 -0.649 1.181 -0.795
C 0.741 0.212 0.006 -0.171
C -0.438 1.089 0.356 -0.218
C -1.497 0.582 -0.278 -0.061
N -1.149 -0.451 -1.218 -0.419
C 0.121 -0.574 -1.141 0.103
H 0.128 -1.192 1.317 0.360
H 1.724 -1.318 1.010 0.357
H 1.670 0.734 -0.248 0.219
H -0.402 1.904 1.066 0.227
H -2.539 0.863 -0.205 0.209
H 0.662 -1.201 -1.845 0.190



12
Properties=species:S:1:pos:R:3:nbo_charge:R:1 method="wB97M-V/def2-TZVPD" homo_lumo_gap_ha=0.354 e_lumo_ha=-0.005 mol_weight_g_mol=82.11 smiles="[H]/N=C/C1=N[C@H]1C" de_lowest_kcal_mol=78.7 max_force_ev_per_a=4.6 energy_ha=-265.4101 e_homo_ha=-0.3588
H 3.613 0.586 0.197 0.355
N 2.604 0.504 0.056 -0.559
C 2.044 -0.626 0.095 0.055
C 0.642 -0.816 -0.027 0.154
N -0.250 -1.737 0.291 -0.276
C -0.705 -0.569 -0.493 -0.103
C -1.701 0.216 0.329 -0.633
H 2.687 -1.497 0.080 0.176
H -0.856 -0.622 -1.504 0.180
H -1.413 0.007 1.328 0.216
H -2.812 0.045 0.176 0.224
H -1.495 1.361 0.229 0.211



12
Properties=species:S:1:pos:R:3:nbo_charge:R:1 method="wB97M-V/def2-TZVPD" homo_lumo_gap_ha=0.356 e_lumo_ha=0.037 mol_weight_g_mol=82.11 smiles=Cc1c[nH]cn1 de_lowest_kcal_mol=30.5 max_force_ev_per_a=2.1 energy_ha=-265.4869 e_homo_ha=-0.3183
C 0.059 1.654 -0.899 -0.649
C -0.038 0.398 -0.100 0.195
C 0.061 -0.857 -0.669 -0.276
N -0.111 -1.712 0.425 -0.526
C -0.284 -0.940 1.513 0.222
N -0.212 0.351 1.248 -0.492
H 0.229 1.425 -1.958 0.223
H 0.832 2.336 -0.537 0.223
H -0.909 2.160 -0.826 0.233
H 1.063 -0.744 -1.069 0.233
H -0.268 -2.710 0.373 0.418
H -0.421 -1.362 2.500 0.196



12
Properties=species:S:1:pos:R:3:nbo_charge:R:1 method="wB97M-V/def2-TZVPD" homo_lumo_gap_ha=0.343 e_lumo_ha=0.027 mol_weight_g_mol=82.11 de_lowest_kcal_mol=142.5 max_force_ev_per_a=5.0 energy_ha=-265.3085 e_homo_ha=-0.3160
C 0.724 0.207 -0.046 0.000
C 2.005 0.186 0.017 -0.497
C -0.894 -1.217 0.003 -0.185
C -0.509 0.923 -0.521 -0.009
N -1.493 0.891 0.499 -0.423
N -1.532 -0.073 -0.556 -0.274
H 2.709 0.969 -0.490 0.217
H 2.447 -0.679 0.492 0.228
H -0.636 -1.974 -0.655 0.194
H -1.125 -1.522 1.050 0.197
H -0.595 1.845 -1.103 0.214
H -1.101 0.443 1.311 0.339



12
Properties=species:S:1:pos:R:3:nbo_charge:R:1 method="wB97M-V/def2-TZVPD" homo_lumo_gap_ha=0.295 e_lumo_ha=-0.006 mol_weight_g_mol=82.11 de_lowest_kcal_mol=139.6 max_force_ev_per_a=2.0 energy_ha=-265.3131 e_homo_ha=-0.3017
N -0.238 0.814 -1.349 -0.559
C -1.155 0.178 -0.390 -0.272
C 0.105 -0.484 -0.851 -0.047
C 0.833 -0.609 0.498 -0.289
N 0.450 0.470 1.382 -0.702
C -0.905 0.191 1.102 0.282
H 0.313 1.572 -0.944 0.342
H -2.150 -0.054 -0.752 0.220
H 0.152 -1.303 -1.568 0.222
H 1.867 -0.916 0.585 0.229
H 0.701 1.411 1.111 0.356
H 0.204 -1.379 1.061 0.216



12
Properties=species:S:1:pos:R:3:nbo_charge:R:1 method="wB97M-V/def2-TZVPD" homo_lumo_gap_ha=0.323 e_lumo_ha=0.006 mol_weight_g_mol=82.11 de_lowest_kcal_mol=90.9 max_force_ev_per_a=0.5 energy_ha=-265.3907 e_homo_ha=-0.3171
C -1.648 -0.366 -0.221 -0.606
C -0.202 -0.201 0.175 -0.212
C 0.902 -1.116 -0.148 -0.123
C 1.975 -0.168 -0.159 -0.200
N 1.625 1.113 -0.020 -0.121
N 0.329 1.127 0.157 -0.338
H -2.304 0.265 0.386 0.209
H -1.781 -0.099 -1.272 0.224
H -1.937 -1.411 -0.095 0.242
H 0.001 -0.661 1.197 0.312
H 3.021 -0.387 -0.331 0.208
H -0.135 2.008 0.331 0.406



12
Properties=species:S:1:pos:R:3:nbo_charge:R:1 method="wB97M-V/def2-TZVPD" homo_lumo_gap_ha=0.353 e_lumo_ha=0.043 mol_weight_g_mol=82.11 de_lowest_kcal_mol=138.0 max_force_ev_per_a=5.8 energy_ha=-265.3157 e_homo_ha=-0.3096
C -1.797 -0.481 -0.249 -0.261
C -1.542 0.781 0.002 -0.066
C 1.211 -0.333 -0.236 -0.277
C -0.037 -0.588 0.601 -0.006
N 0.921 1.147 -0.238 -0.470
N -0.290 0.895 0.598 -0.306
H -2.737 -1.068 -0.289 0.213
H -2.217 1.612 -0.111 0.188
H 2.180 -0.586 0.389 0.195
H 1.118 -0.867 -1.182 0.222
H -0.223 -1.194 1.468 0.212
H 1.522 1.765 0.154 0.357



12
Properties=species:S:1:pos:R:3:nbo_charge:R:1 method="wB97M-V/def2-TZVPD" homo_lumo_gap_ha=0.341 e_lumo_ha=0.012 mol_weight_g_mol=82.11 smiles="CC1=C(C#N)N1.[H][H]" de_lowest_kcal_mol=108.5 max_force_ev_per_a=1.1 energy_ha=-265.3627 e_homo_ha=-0.3286
C 1.469 -0.615 -0.398 -0.675
C 0.088 -0.225 -0.092 0.273
C -1.011 -0.310 0.561 -0.041
C -1.830 -0.875 1.542 0.234
N -2.479 -1.415 2.338 -0.271
N -1.046 0.490 -0.725 -0.576
H 1.443 -1.339 -1.221 0.246
H 2.073 0.238 -0.718 0.249
H 1.926 -1.090 0.472 0.247
H -1.417 -0.111 -1.475 0.322
H 0.737 2.762 -0.172 -0.030
H 0.046 2.490 -0.112 0.024



12
Properties=species:S:1:pos:R:3:nbo_charge:R:1 method="wB97M-V/def2-TZVPD" homo_lumo_gap_ha="0.285 / 0.285" e_lumo_ha="0.009 / 0.009" mol_weight_g_mol=82.11 de_lowest_kcal_mol=128.9 max_force_ev_per_a=5.3 energy_ha=-265.3301 e_homo_ha="-0.2755 / -0.2756"
C 0.149 -0.172 0.222 -0.229
C -1.340 -0.134 0.211 0.140
C 0.770 0.501 -0.918 0.303
C 0.752 -1.170 0.960 -0.520
N -1.953 0.760 -0.439 -0.618
N 1.732 0.697 -1.648 -0.548
H -2.947 0.802 -0.217 0.350
H 2.207 1.600 -1.682 0.377
H -1.800 -0.814 0.936 0.170
H 0.506 1.206 0.213 0.159
H 1.782 -1.445 0.808 0.207
H 0.142 -1.830 1.554 0.208